No. 1
Here is an isolated molecule of C6H12O from OMol25. Energies are from ωB97M-V/def2-TZVPD.

The calculation puts the energy at -310.8782 a.u. Its largest force on an atom is 4.13 eV Å⁻¹.

Geometry as XYZ:
```
19
Properties=species:S:1:pos:R:3:nbo_charge:R:1
H -2.71 0.93 -0.91 0.20
H 0.04 -0.17 -1.23 0.21
O -1.34 -1.74 0.66 -0.73
H 2.98 1.15 -0.13 0.22
C 1.43 0.20 1.07 -0.17
H 3.48 -0.42 0.52 0.23
H -0.48 1.50 -1.43 0.23
C 2.63 0.18 0.21 -0.67
C -1.91 0.23 -0.68 -0.18
H -3.24 -1.31 0.04 0.19
H 1.43 -0.69 1.69 0.19
H 2.40 -0.13 -0.82 0.21
H -0.41 1.15 1.47 0.23
H -0.46 -1.35 0.68 0.48
C 0.33 0.95 0.72 -0.46
C -0.61 0.61 -0.83 -0.45
H -2.04 -1.84 -1.17 0.17
C -2.23 -1.19 -0.30 -0.10
H 0.71 1.94 0.44 0.23
```

=====

No. 2
Here is an isolated molecule of C2H5N3O from OMol25. Energies are from ωB97M-V/def2-TZVPD.

The calculation puts the energy at -318.7418 a.u. As for the SMILES: [H]/N=C/NC(N)=O. Its largest force on an atom is 1.72 eV Å⁻¹.

Geometry as XYZ:
```
11
Properties=species:S:1:pos:R:3:nbo_charge:R:1
O 1.01 0.50 -1.42 -0.65
C -0.96 1.07 0.33 0.29
H -0.65 1.62 -0.56 0.20
H 1.22 -2.31 0.01 0.39
H 1.91 -1.67 -1.41 0.41
H -0.35 -0.67 1.24 0.41
N -0.19 -0.09 0.43 -0.65
H -2.41 2.08 1.24 0.36
N 1.46 -1.50 -0.53 -0.83
C 0.77 -0.32 -0.55 0.78
N -1.81 1.29 1.22 -0.71
```

=====

No. 3
Here is an isolated molecule of C4H8N2 from OMol25. Energies are from ωB97M-V/def2-TZVPD.

The calculation puts the energy at -266.5744 a.u. Its largest force on an atom is 0.77 eV Å⁻¹.

Geometry as XYZ:
```
14
Properties=species:S:1:pos:R:3:nbo_charge:R:1
H 1.99 0.50 -1.02 0.21
N -2.80 0.74 -0.06 -0.42
H -0.78 -1.85 0.86 0.22
N 0.30 -0.34 -0.11 -0.36
C -0.52 0.03 -1.10 0.00
C -0.29 -0.90 1.09 -0.43
H 1.70 1.01 0.66 0.20
C 1.66 0.16 -0.03 -0.40
H -0.09 0.25 -2.07 0.21
H 2.35 -0.62 0.32 0.21
H -1.15 1.62 -1.15 0.19
H -1.06 -0.22 1.49 0.23
C -1.80 0.71 -0.73 -0.08
H 0.49 -1.07 1.84 0.21
```

=====

No. 4
Here is a cluster of 2 separate species, C7H12O in total from OMol25. Energies are from ωB97M-V/def2-TZVPD.

The calculation puts the energy at -349.0740 a.u. As for the SMILES: C=CC(=C)C(=C)C.O. Its largest force on an atom is 1.44 eV Å⁻¹.

Geometry as XYZ:
```
20
Properties=species:S:1:pos:R:3:nbo_charge:R:1
H 2.99 -0.86 -0.87 0.20
H 2.32 -2.43 -0.06 0.20
C 0.76 0.65 -0.03 -0.06
C -0.15 -1.64 0.33 -0.64
H 0.71 2.51 0.93 0.20
H -0.09 -2.60 -0.16 0.21
H -1.20 2.28 -0.65 0.21
C 0.35 1.14 -1.38 -0.21
H -0.90 2.35 -2.53 0.20
C 1.08 -0.79 0.00 0.01
O -2.85 -0.21 1.20 -0.94
C 0.94 1.45 1.02 -0.38
H 0.97 0.74 -2.17 0.21
H -2.81 -0.43 2.14 0.47
C 2.21 -1.40 -0.35 -0.41
C -0.69 1.95 -1.55 -0.38
H -3.37 -0.89 0.76 0.47
H -1.02 -1.10 -0.04 0.23
H -0.31 -1.73 1.41 0.21
H 1.07 1.01 1.99 0.20
```

=====

No. 5
Here is a structure of composition C26H27AgO22 from OMol25. Energies are from ωB97M-V/def2-TZVPD.

The calculation puts the energy at -2808.6646 a.u. The charge is +1. Its spin multiplicity is 2. Its largest force on an atom is 6.02 eV Å⁻¹.

Geometry as XYZ:
```
76
Properties=species:S:1:pos:R:3:lowdin_spin:R:1
H -1.14 -4.49 -3.18 0.00
H 5.34 0.66 -8.03 0.00
H -0.35 -0.44 0.41 0.00
O 3.94 2.48 -8.83 0.00
O -3.85 4.07 1.04 0.00
C -0.92 -0.89 1.23 0.03
H -0.59 -1.91 1.45 0.01
C -1.50 -1.32 7.32 0.00
O -1.61 -1.90 6.21 0.00
H 0.00 -0.84 11.45 0.00
C 3.77 5.56 2.63 0.00
C -0.23 -5.17 -4.75 0.00
C 3.61 2.21 -7.70 0.00
H 2.04 -5.10 -8.72 0.00
O 2.11 2.93 4.59 0.00
C 1.95 2.82 -5.97 0.00
C 3.61 4.47 3.43 0.00
C 0.35 -6.17 -5.44 0.00
C 1.37 5.25 1.97 0.00
O 5.10 0.37 -7.15 0.00
O 4.55 3.95 4.20 0.00
H 1.90 3.69 -7.78 0.00
H -2.31 -5.02 3.55 0.00
H -7.22 -5.12 0.53 0.00
O 0.33 5.67 1.21 0.00
O -2.57 1.74 -2.88 0.00
C 2.27 3.79 3.77 0.00
H -7.30 -4.57 1.94 0.00
H -2.29 -0.07 5.62 0.00
O 0.85 3.52 -5.49 0.00
C 4.17 1.21 -6.65 0.00
C 2.43 2.95 -7.21 0.00
H -0.90 -2.93 8.60 0.00
H 4.73 6.05 2.56 0.00
Ag -6.45 -1.37 -0.60 -0.01
C -1.72 0.15 7.36 0.00
C -0.97 -1.85 8.51 0.00
C 1.27 -4.50 -7.04 0.00
H -0.67 -0.18 2.01 0.01
H -2.20 0.93 -2.54 0.00
C 0.00 -3.71 -5.07 0.00
H 4.01 0.22 -4.83 0.00
H -0.45 5.15 1.39 0.00
C 1.21 -5.98 -6.66 0.00
H -3.80 3.14 0.81 0.00
O -3.10 -0.09 1.16 0.52
O -7.11 -4.31 1.04 0.00
O -0.30 1.23 10.44 0.00
O 2.87 6.98 1.06 0.00
C 2.66 6.05 1.82 0.00
O -0.44 -2.67 -4.45 0.00
H 0.71 -2.48 -6.72 0.00
O -2.84 -1.96 0.25 0.41
O -2.16 0.68 6.21 0.00
H 4.13 3.23 4.67 0.00
H -4.78 4.21 1.24 0.00
H -1.35 2.01 8.09 0.00
C -0.62 -1.02 9.62 0.00
C 0.76 -3.47 -6.29 0.00
O 2.36 1.92 -3.72 0.00
C 2.63 1.95 -4.92 0.00
O 1.74 -6.90 -7.23 0.00
C -0.68 0.45 9.56 0.00
C 3.66 1.06 -5.40 0.00
H 0.19 3.93 3.11 0.00
H 0.31 -7.19 -5.10 0.00
O -2.72 -5.63 2.95 0.00
C -1.37 0.96 8.34 0.00
O 1.75 -4.27 -8.32 0.00
H -3.51 1.58 -2.93 0.00
H -2.76 -5.16 2.11 0.00
O -0.17 -1.52 10.80 0.00
C 1.18 4.34 2.95 0.00
H 0.37 2.99 -4.86 0.00
O -0.93 -5.35 -3.56 0.00
C -2.37 -0.97 0.81 0.03
```

=====

No. 6
Here is a cluster of 2 separate species, C3H7N2O2Se in total from OMol25. Energies are from ωB97M-V/def2-TZVPD.

The calculation puts the energy at -2779.8842 a.u. The charge is -1. Its largest force on an atom is 6.73 eV Å⁻¹.

Geometry as XYZ:
```
15
Properties=species:S:1:pos:R:3:nbo_charge:R:1
N 1.36 0.40 1.48 0.15
H -1.39 -2.20 -0.85 0.41
H -1.12 -0.57 -1.22 0.42
H -1.95 2.43 -3.71 0.06
H -0.61 0.45 1.93 0.19
H 0.50 0.45 3.40 0.20
C 0.42 -1.27 -0.02 0.62
N -0.74 -1.37 -0.74 -0.82
C 1.12 0.00 0.04 -0.36
O 0.84 -2.23 0.58 -0.63
H 0.33 0.73 -0.42 0.26
C 0.29 0.40 2.34 -0.24
Se -1.84 1.37 -2.79 -1.04
O 2.59 0.53 1.80 -0.51
H 2.21 -0.02 -0.48 0.28
```

=====

- energy of number 1 (C6H12O)?
  -310.8782 a.u.

=====

- Which value of energy does entry 5 give?
  -2808.6646 a.u.